ORCA calculation (ωB97M-V/def2-TZVPD) on C20H16IIrN3O4 as an isolated structure.

Output
total energy: -44588.198 eV
E_LUMO: -4.69 eV
charge: +1
HOMO-LUMO gap: 5.9 eV
strongest force on any atom: 0.018 Eh/bohr

CARTESIAN COORDINATES (ANGSTROEM)
Ir1 0.559 0.321 0.469
C1 2.205 -4.432 0.859
C2 0.770 -4.005 1.019
N1 0.067 -5.006 1.786
C3 -0.890 -4.642 2.531
C4 -1.468 -3.281 2.623
C5 -2.764 -3.163 3.395
O1 -2.894 -1.957 4.121
C6 -0.865 -2.279 1.956
C7 -1.625 -1.051 1.717
N2 -1.375 -0.081 0.881
C8 -2.490 0.792 0.605
C9 -3.790 0.299 0.541
C10 -4.854 1.158 0.326
C11 -4.644 2.518 0.146
C12 -3.350 3.020 0.150
C13 -2.302 2.146 0.366
I1 -0.323 2.792 0.290
C14 0.446 -2.506 1.263
O2 1.961 -0.969 0.446
H1 2.636 -4.689 1.824
H2 2.797 -3.658 0.371
H3 2.205 -5.327 0.239
H4 -1.378 -5.418 3.118
H5 -2.867 -4.036 4.043
H6 -3.606 -3.198 2.699
H7 -2.388 -2.013 4.939
H8 -2.575 -0.999 2.234
H9 -3.976 -0.764 0.619
H10 -5.856 0.754 0.281
H11 -5.477 3.184 -0.026
H12 -3.166 4.071 -0.023
O3 0.179 -3.888 -0.334
C15 0.107 -2.549 -0.248
O4 -0.181 -1.768 -1.108
C16 1.557 -1.479 1.779
C17 2.523 -2.019 2.762
C18 2.452 -1.612 4.041
C19 1.566 -0.560 4.497
C20 0.911 0.141 3.556
N3 0.970 -0.272 2.258
H13 3.271 -2.726 2.442
H14 3.134 -2.051 4.759
H15 1.530 -0.267 5.534
H16 0.349 1.046 3.745

Löwdin charges in e: 1.15, 0.02, -0.39, 0.19, -0.04, -0.06, -0.19, -0.04, -0.05, 0.00, -0.09, -0.30, 0.00, -0.04, -0.05, -0.12, -0.59, 1.18, -0.13, -0.25, 0.09, 0.10, 0.11, 0.13, 0.13, 0.14, 0.11, 0.12, 0.13, 0.12, 0.12, 0.11, 0.16, -0.43, 0.11, -0.48, 0.00, -0.05, -0.08, -0.14, -0.15, 0.10, 0.11, 0.10, 0.12